Computed, not measured: a molecular structure, C8H7NO3 in a non-equilibrium geometry, with ωB97M-V/def2-TZVPD.

Values from the calculation:
Total charge: 0
DFT total energy (eV): -16030.5077
Lowest unoccupied orbital energy (eV): -0.4
Molecular weight (g mol⁻¹): 165.15
ΔE to the lowest compared entry with this formula, charge and spin (kJ/mol): 1071.0

Cartesian coordinates (Å):
1 C 0.3319 -1.0974 0.1154
2 C 1.2487 0.1229 0.3083
3 C -0.7319 -0.3996 1.0164
4 C -0.2306 -0.4427 -1.1205
5 C 0.1917 0.8111 1.1815
6 C 0.6767 0.7469 -1.0232
7 C -1.3662 0.2291 -0.3240
8 C -0.3715 1.3302 -0.1385
9 N -1.0850 3.7380 -1.0915
10 O -1.4185 2.9155 -1.9299
11 O -1.1010 4.9395 -1.2846
12 O -0.7755 3.3159 0.0376
13 H 0.6996 -2.1201 0.0673
14 H 2.3851 0.2540 0.5679
15 H -1.2458 -0.7935 1.9569
16 H -0.3402 -1.1907 -2.0179
17 H 0.2534 1.4566 2.0793
18 H 1.1720 1.2393 -1.8810
19 H -2.3512 0.0470 -0.6890


Computed, not measured: C8H7NO3 in the gas phase in a non-equilibrium geometry, with ωB97M-V/def2-TZVPD.

Values from the calculation:
Total charge: 0
DFT total energy (eV): -16038.3077
Lowest unoccupied orbital energy (eV): 0.5
Molecular weight (g mol⁻¹): 165.15
ΔE to the lowest compared entry with this formula, charge and spin (kJ/mol): 318.4

Cartesian coordinates (Å):
1 C -1.8529 2.2474 1.6946
2 C -0.3331 0.9005 0.5377
3 C -1.2856 0.4610 -0.3863
4 C -0.8364 -0.7868 -0.9577
5 C 0.4974 -1.1780 -0.9413
6 C 1.2926 -2.3766 -1.4718
7 C 1.4092 -0.5531 -0.1231
8 C 0.9528 0.5281 0.5728
9 H -2.1625 2.5196 0.5460
10 H -2.6344 1.6599 2.3445
11 H -1.8795 3.2421 2.1789
12 H -2.2487 0.7431 -0.4090
13 H -1.5688 -1.3076 -1.6582
14 H 3.1684 -2.8064 -0.9532
15 H 1.7147 1.2129 1.0579
16 N 2.6593 -1.9111 -1.3340
17 O -0.5427 1.7778 1.5880
18 O 0.8941 -3.3755 -1.9908
19 O 2.7560 -0.9974 -0.2949


Computed, not measured: C8H7NO4S3 in the gas phase in a non-equilibrium geometry, with ωB97M-V/def2-TZVPD.

Values from the calculation:
Total charge: 0
DFT total energy (eV): -50592.7405
Lowest unoccupied orbital energy (eV): -0.4
Molecular weight (g mol⁻¹): 277.35
ΔE to the lowest compared entry with this formula, charge and spin (kJ/mol): 107.0

Cartesian coordinates (Å):
1 O 1.3330 2.6266 -3.3722
2 O -2.1946 0.9370 -1.6585
3 O -3.4606 0.2634 0.4248
4 N 1.0765 -0.9147 -2.6013
5 O 0.8547 1.2625 -1.7285
6 S 1.2545 0.0665 -4.0047
7 S -0.9216 -0.9479 1.8548
8 C 1.0585 1.5557 -2.9681
9 C 0.6324 -0.0810 -1.6284
10 C 1.2987 -1.4871 0.3942
11 C 0.3649 -0.6572 -0.3711
12 C 0.7322 -1.6819 1.6702
13 C -0.7724 -0.2575 0.2817
14 C 1.3791 -2.3810 2.7062
15 C -1.9022 2.4141 0.4685
16 S -2.2141 0.7969 -0.2137
17 H 2.2083 -1.8684 -0.0264
18 H 1.7715 -1.7701 3.5524
19 H 0.8007 -3.2178 3.0180
20 H 2.2382 -2.8733 2.3190
21 H -0.8647 2.6379 0.3204
22 H -2.5824 3.2010 0.0596
23 H -2.0905 2.3763 1.5031


Computed, not measured: C8H8 in the gas phase in a non-equilibrium geometry, with ωB97M-V/def2-TZVPD.

Values from the calculation:
Total charge: 0
DFT total energy (eV): -8421.3394
Lowest unoccupied orbital energy (eV): 0.0
Molecular weight (g mol⁻¹): 104.15
ΔE to the lowest compared entry with this formula, charge and spin (kJ/mol): 355.2

Cartesian coordinates (Å):
1 C -0.9478 -1.0877 2.0971
2 C -1.4478 -0.0307 1.3257
3 C -0.4664 0.4572 0.1675
4 C -0.4923 1.7228 -0.3406
5 C 0.8815 1.8153 -1.1014
6 C 1.3457 0.5743 -1.2933
7 C 0.6197 -0.4030 -0.5415
8 C 0.7645 -1.6809 -0.8272
9 H 0.0858 -1.4898 1.7916
10 H -1.4567 -1.6043 2.8642
11 H -2.2783 0.6796 1.6501
12 H -1.3807 2.4960 -0.3650
13 H 0.8106 2.7177 -1.8245
14 H 2.2238 0.4379 -1.8008
15 H 0.2041 -2.5389 -0.3808
16 H 1.5343 -2.0655 -1.4211


Computed, not measured: 2 unconnected molecules or ions with the total composition C8H8 in a non-equilibrium geometry, with ωB97M-V/def2-TZVPD.

Values from the calculation:
Total charge: 0
DFT total energy (eV): -8418.2224
Lowest unoccupied orbital energy (eV): 0.5
Molecular weight (g mol⁻¹): 104.15
ΔE to the lowest compared entry with this formula, charge and spin (kJ/mol): 655.9

Cartesian coordinates (Å):
1 C -0.9724 1.2622 0.1907
2 C -1.2188 1.4372 -0.9249
3 C 1.3326 -0.2738 -0.7921
4 C 0.1452 -0.8449 -1.2219
5 C -0.8367 -0.9997 -0.2301
6 C -0.7087 -0.6405 1.1274
7 C 0.6019 -0.2025 1.4894
8 C 1.5731 -0.0401 0.5510
9 H -0.3051 0.8668 1.1165
10 H -1.5409 1.7899 -1.9045
11 H 2.0592 0.1142 -1.4962
12 H -0.1351 -1.1061 -2.2514
13 H -1.8313 -1.0852 -0.7532
14 H -1.4368 -0.8796 1.8370
15 H 0.8473 -0.0309 2.4628
16 H 2.4263 0.6329 0.7995


Computed, not measured: C8H8 in the gas phase in a non-equilibrium geometry, with ωB97M-V/def2-TZVPD.

Values from the calculation:
Total charge: 0
DFT total energy (eV): -8421.5268
Lowest unoccupied orbital energy (eV): 0.3
Molecular weight (g mol⁻¹): 104.15
ΔE to the lowest compared entry with this formula, charge and spin (kJ/mol): 337.1

Cartesian coordinates (Å):
1 C -2.1446 -0.6560 -0.9794
2 C -1.9913 -0.1472 0.2332
3 C -0.8454 0.5585 0.7528
4 C 0.4767 0.3665 0.5644
5 C 1.0932 -0.6008 -0.3140
6 C 1.0573 -0.6035 -1.6467
7 C 1.4170 1.0315 1.3793
8 C 2.3654 1.3905 2.0550
9 H -3.0239 -1.2561 -1.1653
10 H -1.4287 -0.5780 -1.7672
11 H -2.8622 -0.1823 0.9363
12 H -1.1301 1.3174 1.4116
13 H 1.7674 -1.2891 0.2017
14 H 0.5411 0.2136 -2.0440
15 H 1.5692 -1.3817 -2.2145
16 H 3.1388 1.8165 2.5968


Computed, not measured: a molecular structure, C8H8AsBF12N5O4S2Sc in a non-equilibrium geometry, with ωB97M-V/def2-TZVPD.

Values from the calculation:
Total charge: +1
DFT total energy (eV): -160559.8084
Lowest unoccupied orbital energy (alpha / beta) (eV): -3.6 / -7.6
Molecular weight (g mol⁻¹): 660.98
2S+1: 2
Expectation value of S²: 0.759
ΔE to the lowest compared entry with this formula, charge and spin (kJ/mol): 67.3

Cartesian coordinates (Å):
1 Sc -0.1123 0.7574 -0.6775
2 B -2.2191 0.3276 2.1769
3 N -2.4193 -0.5759 1.0201
4 C -3.1966 -1.7008 1.0487
5 C -3.1315 -2.3060 -0.1702
6 C -2.2724 -1.4880 -0.9228
7 N -1.8520 -0.4512 -0.2062
8 N -1.4650 1.5866 1.9865
9 C -1.1767 2.4585 3.0001
10 C -0.5349 3.5382 2.4737
11 C -0.4624 3.2685 1.0962
12 N -1.0154 2.0922 0.8073
13 H -1.7537 -0.3054 3.1544
14 H -3.3160 0.5640 2.7310
15 H -3.7407 -1.9724 1.9390
16 H -3.6259 -3.2066 -0.4895
17 H -1.9501 -1.6096 -1.9450
18 H -1.4571 2.2328 4.0168
19 H -0.1800 4.4141 2.9883
20 H -0.0728 3.8977 0.3127
21 F -1.0414 1.2202 -2.3753
22 As 0.1837 2.4927 -3.1125
23 F 1.0944 1.1076 -3.4250
24 F -0.6460 2.5028 -4.5555
25 F 1.3839 3.5939 -3.4661
26 F -0.8003 3.5948 -2.3115
27 F 0.9557 2.2796 -1.3310
28 F 4.2761 -0.2628 0.7796
29 C 3.2660 0.2900 0.1531
30 F 3.5154 0.5008 -1.1169
31 F 2.9326 1.4345 0.7339
32 S 1.7217 -0.8333 0.3079
33 O 1.0986 -0.7678 -1.0593
34 O 0.7946 -0.0039 1.1150
35 N 1.9663 -2.2082 0.9321
36 S 2.8682 -3.1726 -0.0837
37 O 3.5537 -2.2911 -0.9941
38 O 3.5520 -4.1971 0.6097
39 C 1.5494 -4.0490 -1.1041
40 F 0.3300 -3.5769 -0.8285
41 F 1.5908 -5.3363 -0.8298
42 F 1.8086 -3.8397 -2.3787


Computed, not measured: 2 unconnected molecules or ions with the total composition C8H8BrFO2S in a non-equilibrium geometry, with ωB97M-V/def2-TZVPD.

Values from the calculation:
Total charge: 0
DFT total energy (eV): -96110.9572
Lowest unoccupied orbital energy (alpha / beta) (eV): 0.6 / 0.4
Molecular weight (g mol⁻¹): 267.12
ΔE to the lowest compared entry with this formula, charge and spin (kJ/mol): 248.7

Cartesian coordinates (Å):
1 C -2.1062 1.3393 -1.0200
2 C -0.9586 1.9026 -0.6057
3 C -2.7648 0.6366 0.0056
4 C -2.0555 0.5332 1.1958
5 C 2.4425 -0.0884 -1.2028
6 C 3.0293 0.0845 0.2260
7 C 1.0420 -1.0578 0.1634
8 C -0.0178 -2.0671 0.5144
9 O 1.2494 -0.7649 -1.0733
10 O 2.0223 -0.6063 1.0444
11 F 0.6453 -3.3208 0.6882
12 S -0.6068 1.4898 1.0818
13 Br -4.2319 -0.5324 -0.2586
14 H -2.6442 1.5880 -1.8978
15 H -0.3809 2.5060 -1.3174
16 H -2.2248 0.1525 2.2212
17 H 2.4630 0.7024 -1.9257
18 H 3.8892 -0.4360 0.4213
19 H 3.0966 1.0794 0.5530
20 H -0.7804 -2.1933 -0.2900
21 H -0.4749 -1.8136 1.5450


Computed, not measured: a gas-phase ion, C8H8BrN2O2 (charge +1) in a non-equilibrium geometry, with ωB97M-V/def2-TZVPD.

Values from the calculation:
Total charge: +1
DFT total energy (eV): -85532.0548
Lowest unoccupied orbital energy (eV): -5.4
Molecular weight (g mol⁻¹): 244.07
ΔE to the lowest compared entry with this formula, charge and spin (kJ/mol): 0.0

Cartesian coordinates (Å):
1 C 1.1097 2.8776 1.6799
2 C 0.9364 2.8417 0.2668
3 C 0.7691 1.7659 2.3656
4 C 0.5203 1.6206 -0.3316
5 C 0.3404 0.5813 1.7879
6 C 0.2554 0.4353 0.4320
7 C -0.8725 -0.9271 -1.4323
8 C -1.1056 -2.7627 -1.3617
9 N 0.0310 -1.8014 0.4717
10 N -0.1027 -0.7779 -0.2165
11 O -0.4997 -2.8890 -0.0210
12 O -0.3731 -3.3788 -2.3216
13 Br -2.6087 -0.1099 -1.5516
14 H 1.4965 3.8186 2.0353
15 H 1.3035 3.7519 -0.3177
16 H 1.0271 1.5249 3.4116
17 H 0.5979 1.4908 -1.3808
18 H 0.2217 -0.1858 2.5195
19 H -0.2512 -0.5099 -2.2855
20 H -2.2801 -3.0025 -1.3909
21 H -0.5152 -4.3636 -2.3591


Computed, not measured: a gas-phase ion, C8H8BrO2S (charge -1) in a non-equilibrium geometry, with ωB97M-V/def2-TZVPD.

Values from the calculation:
Total charge: -1
DFT total energy (eV): -93397.2106
Lowest unoccupied orbital energy (eV): 3.3
Molecular weight (g mol⁻¹): 248.12
ΔE to the lowest compared entry with this formula, charge and spin (kJ/mol): 0.0

Cartesian coordinates (Å):
1 C -2.9012 0.0458 0.1361
2 C -2.0888 -0.7293 1.0565
3 C -2.1486 0.0645 -0.9779
4 C -0.8297 -0.9618 0.4522
5 C 1.7480 0.3698 0.8331
6 C 1.9195 1.2318 -1.5656
7 C 0.3562 -1.7851 0.9244
8 C 1.9545 1.3322 -0.1429
9 O 1.4391 0.6023 2.0333
10 O -0.9607 -0.5775 -0.8813
11 S 1.9649 -1.3818 0.0820
12 Br 2.0335 3.0566 0.7247
13 H -3.9422 0.1393 0.3482
14 H -2.2817 -1.1881 2.0159
15 H -2.3495 0.4538 -1.8924
16 H 1.2144 0.3709 -1.8612
17 H 1.5452 2.2388 -1.8614
18 H 2.8527 1.1430 -1.9810
19 H 0.3036 -1.6204 1.9790
20 H 0.1709 -2.8050 0.5783